(1)
C4H3NS in the gas phase at a distorted geometry, computed with ωB97M-V/def2-TZVPD.

- ΔE to the lowest compared entry with this formula, charge and spin: 1.4802 eV
- LUMO energy: 0.018 Eh
- Highest occupied orbital energy: -10.00 eV
- Total energy: -16518.7697 eV
- Kohn-Sham gap: 10.475 eV

Geometry as ORCA input:
```
! wB97M-V def2-TZVPD RIJCOSX def2/J DEFGRID3
* xyz 0 1
C 0.33 1.84 0.66
C 0.42 0.64 0.44
C 0.32 -0.73 -0.04
S 0.20 -0.52 -1.86
C -0.76 -1.44 0.55
N -1.68 -2.06 0.98
H 0.15 2.83 0.96
H 1.25 -1.33 0.09
H -0.23 0.77 -1.78
*
```

Here are the Mulliken charges for atoms 1 to 5, given in e:
1. C 0.0548
2. C -0.8234
3. C 0.2563
4. S -0.1903
5. C 0.2423



(2)
C5H6O in the gas phase at a distorted geometry, computed with ωB97M-V/def2-TZVPD.

- ΔE to the lowest compared entry with this formula, charge and spin: 2.9706 eV
- LUMO energy: 0.035 Eh
- Highest occupied orbital energy: -9.18 eV
- Total energy: -7326.3139 eV
- Kohn-Sham gap: 10.121 eV

Geometry as ORCA input:
```
! wB97M-V def2-TZVPD RIJCOSX def2/J DEFGRID3
* xyz 0 1
O -0.16 -2.25 1.38
C -0.27 -1.28 0.70
C -0.51 -0.69 -1.05
C 0.55 0.29 -0.59
C -0.08 1.36 0.40
C 0.45 0.05 0.88
H -0.36 -1.07 -2.10
H -1.53 -0.33 -1.01
H 1.52 0.26 -1.09
H -1.11 1.52 0.14
H 0.35 2.25 0.90
H 1.34 0.12 1.50
*
```

Here are the Mulliken charges for atoms 1 to 5, given in e:
1. O -0.4721
2. C 0.2775
3. C -0.8140
4. C -0.0411
5. C -0.7012



(3)
2 unconnected molecules or ions with the total composition C5H11NO at a distorted geometry, computed with ωB97M-V/def2-TZVPD.

- ΔE to the lowest compared entry with this formula, charge and spin: 7.8002 eV
- LUMO energy: -0.149 Eh
- Highest occupied orbital energy: -7.03 eV
- Total energy: -8893.8972 eV
- Kohn-Sham gap: 2.979 eV

Geometry as ORCA input:
```
! wB97M-V def2-TZVPD RIJCOSX def2/J DEFGRID3
* xyz 0 1
C -0.27 1.89 -1.78
N 0.36 -2.00 2.06
C 0.42 1.06 -2.66
C -1.43 -0.73 1.12
C 0.03 -0.74 1.58
C 0.97 -0.34 0.42
O 0.09 2.28 -0.66
H -1.30 2.14 -2.09
H 0.18 1.09 -3.72
H 1.25 0.43 -2.39
H 0.14 -0.06 2.46
H -2.13 -0.85 1.94
H -1.51 -1.62 0.48
H -1.69 0.17 0.58
H 1.35 -1.99 2.31
H 1.97 -0.73 0.57
H 1.02 0.74 0.27
H 0.54 -0.74 -0.49
*
```

Here are the Mulliken charges for atoms 1 to 5, given in e:
1. C 0.1018
2. N -0.5743
3. C -0.6888
4. C -1.2979
5. C 0.7078



(4)
10 unconnected molecules or ions with the total composition C52H132N8O20 at a distorted geometry, computed with ωB97M-V/def2-TZVPD.

- ΔE to the lowest compared entry with this formula, charge and spin: 0.0172 eV
- LUMO energy: 0.020 Eh
- Highest occupied orbital energy: -8.08 eV
- Total energy: -108922.9307 eV
- Kohn-Sham gap: 8.622 eV

Geometry as ORCA input:
```
! wB97M-V def2-TZVPD RIJCOSX def2/J DEFGRID3
* xyz 0 1
C 4.03 -33.15 7.06
O 4.53 -32.37 8.12
C 3.84 -31.15 8.38
C 4.33 -29.93 7.61
N 5.48 -29.22 8.08
C 6.61 -30.11 8.22
C 7.83 -29.40 8.69
O 7.77 -29.22 10.08
C 8.48 -28.07 10.52
H 4.59 -34.07 7.12
H 4.33 -32.70 6.11
H 2.97 -33.29 7.13
H 4.02 -30.99 9.46
H 2.76 -31.34 8.17
H 3.56 -29.21 7.70
H 4.51 -30.14 6.56
H 5.37 -28.79 9.02
H 6.80 -30.62 7.27
H 6.39 -30.96 8.92
H 7.89 -28.41 8.18
H 8.72 -30.04 8.45
H 8.02 -27.15 10.14
H 9.51 -28.05 10.23
H 8.39 -27.97 11.63
C -2.23 -27.22 3.41
O -0.85 -27.52 3.68
C 0.05 -27.45 2.50
C 1.41 -27.65 3.05
N 2.37 -27.77 1.97
C 3.67 -28.03 2.52
C 4.62 -28.52 1.45
O 5.83 -28.91 2.08
C 6.76 -29.31 1.18
H -2.74 -27.47 4.36
H -2.55 -27.82 2.56
H -2.38 -26.17 3.14
H -0.16 -26.53 1.91
H -0.24 -28.30 1.85
H 1.35 -28.53 3.70
H 1.74 -26.80 3.72
H 1.99 -28.54 1.41
H 3.65 -28.78 3.34
H 4.00 -27.02 2.87
H 4.78 -27.70 0.76
H 4.21 -29.37 0.94
H 7.72 -29.57 1.65
H 7.04 -28.53 0.42
H 6.33 -30.22 0.69
C -3.65 -31.34 10.42
O -2.64 -30.57 9.88
C -3.03 -29.22 9.77
C -1.79 -28.35 9.41
N -1.17 -28.92 8.13
C -0.07 -28.07 7.68
C 0.57 -28.74 6.46
O 1.13 -29.99 6.89
C 1.62 -30.72 5.85
H -4.55 -31.28 9.84
H -3.92 -31.01 11.42
H -3.32 -32.36 10.40
H -3.49 -28.92 10.71
H -3.76 -29.09 9.00
H -1.07 -28.38 10.28
H -2.11 -27.32 9.24
H -0.83 -29.82 8.43
H 0.67 -27.82 8.47
H -0.46 -27.11 7.25
H 1.29 -28.15 5.99
H -0.21 -28.90 5.68
H 1.00 -30.63 4.95
H 1.56 -31.75 6.10
H 2.62 -30.46 5.61
C 0.51 -32.38 9.90
O 0.47 -32.65 8.51
C -0.82 -32.99 8.14
C -0.83 -33.29 6.63
N 0.06 -34.39 6.21
C 0.24 -34.33 4.77
C 1.26 -35.32 4.27
O 2.51 -35.09 4.91
C 3.46 -35.94 4.40
H -0.19 -31.55 10.11
H 1.55 -32.09 10.11
H 0.24 -33.27 10.49
H -1.53 -32.17 8.31
H -1.17 -33.90 8.72
H -0.65 -32.35 6.09
H -1.89 -33.51 6.37
H 0.98 -34.25 6.61
H 0.41 -33.29 4.45
H -0.76 -34.50 4.32
H 1.49 -35.22 3.18
H 0.78 -36.36 4.37
H 3.49 -35.75 3.32
H 3.15 -36.98 4.64
H 4.44 -35.64 4.84
C -2.16 -30.89 3.30
O -1.68 -31.08 2.03
C -0.23 -31.29 2.01
C 0.27 -31.37 0.54
N 0.67 -30.07 -0.08
C 1.62 -30.29 -1.13
C 1.19 -31.24 -2.16
O 0.14 -30.58 -2.89
C -0.14 -31.14 -4.13
H -1.72 -30.06 3.85
H -2.05 -31.80 3.90
H -3.22 -30.70 3.25
H 0.09 -32.17 2.56
H 0.28 -30.43 2.54
H -0.49 -31.87 -0.02
H 1.25 -31.88 0.52
H -0.13 -29.56 -0.44
H 2.56 -30.62 -0.65
H 1.81 -29.29 -1.54
H 0.80 -32.14 -1.60
H 1.99 -31.67 -2.82
H 0.70 -31.49 -4.69
H -0.69 -30.39 -4.69
H -0.73 -32.04 -3.91
C 15.74 -38.32 5.10
O 14.44 -37.89 5.23
C 13.82 -37.38 4.05
C 12.42 -37.00 4.48
N 11.54 -38.12 4.74
C 10.21 -37.73 5.17
C 9.30 -37.26 4.02
O 9.61 -35.92 3.68
C 8.62 -35.31 2.82
H 15.87 -39.12 4.41
H 16.07 -38.59 6.09
H 16.31 -37.52 4.65
H 13.87 -38.08 3.26
H 14.34 -36.51 3.66
H 11.98 -36.39 3.69
H 12.49 -36.29 5.31
H 11.95 -38.68 5.48
H 10.26 -36.93 5.89
H 9.68 -38.62 5.57
H 8.20 -37.37 4.20
H 9.59 -37.87 3.17
H 8.69 -35.68 1.81
H 8.77 -34.22 2.86
H 7.57 -35.51 3.11
C 10.84 -30.46 -0.09
O 9.63 -31.01 0.30
C 9.60 -32.38 0.60
C 10.03 -33.26 -0.59
N 8.98 -33.16 -1.71
C 9.60 -33.66 -2.92
C 8.62 -33.67 -4.06
O 8.25 -32.32 -4.43
C 7.05 -32.33 -5.26
H 11.21 -30.71 -1.06
H 11.68 -30.80 0.55
H 10.71 -29.42 -0.02
H 8.62 -32.55 1.04
H 10.30 -32.58 1.41
H 10.00 -34.26 -0.19
H 11.04 -33.01 -0.87
H 8.70 -32.18 -1.80
H 9.95 -34.67 -2.71
H 10.46 -33.07 -3.22
H 7.72 -34.18 -3.71
H 8.96 -34.28 -4.91
H 7.15 -33.10 -6.05
H 6.94 -31.32 -5.68
H 6.13 -32.59 -4.71
C 4.06 -29.39 -3.51
O 4.34 -30.67 -3.07
C 5.37 -30.68 -2.16
C 5.75 -32.08 -1.67
N 4.62 -32.55 -0.85
C 4.60 -33.97 -0.65
C 3.37 -34.52 0.15
O 2.22 -34.07 -0.55
C 1.14 -34.87 -0.24
H 4.99 -28.91 -3.84
H 3.69 -28.76 -2.70
H 3.35 -29.43 -4.31
H 5.11 -30.13 -1.26
H 6.20 -30.09 -2.54
H 6.58 -31.96 -0.99
H 5.94 -32.70 -2.53
H 3.73 -32.29 -1.32
H 5.55 -34.28 -0.25
H 4.57 -34.43 -1.63
H 3.43 -34.12 1.15
H 3.45 -35.61 0.14
H 0.78 -34.62 0.79
H 1.35 -35.94 -0.24
H 0.35 -34.63 -0.96
O 7.25 -32.30 5.83
C 7.80 -33.03 6.93
C 8.52 -34.28 6.41
O 9.59 -33.89 5.59
H 7.94 -32.22 5.16
H 8.52 -32.45 7.50
H 7.02 -33.25 7.65
H 7.81 -34.87 5.81
H 8.86 -34.92 7.23
H 9.62 -34.61 4.92
O 3.01 -32.67 2.95
C 4.17 -31.88 2.96
C 5.52 -32.68 2.94
O 5.74 -33.61 4.00
H 3.01 -33.06 3.84
H 4.19 -31.26 2.08
H 4.17 -31.22 3.85
H 6.35 -31.97 2.83
H 5.48 -33.29 2.00
H 6.34 -33.28 4.68
*
```

Here are the Mulliken charges for atoms 1 to 5, given in e:
1. C -0.4267
2. O -0.4593
3. C 1.1532
4. C -0.6971
5. N -0.3413



(5)
C2H9N5 in the gas phase at a distorted geometry, computed with ωB97M-V/def2-TZVPD.

- ΔE to the lowest compared entry with this formula, charge and spin: 2.6472 eV
- LUMO energy: 0.022 Eh
- Highest occupied orbital energy: -8.63 eV
- Total energy: -9668.2483 eV
- Kohn-Sham gap: 9.227 eV

Geometry as ORCA input:
```
! wB97M-V def2-TZVPD RIJCOSX def2/J DEFGRID3
* xyz 0 1
H 0.34 2.07 -2.51
N 0.10 1.68 -1.59
N -0.12 0.44 -1.69
C -0.13 -0.20 -0.37
N 1.01 -1.21 -0.65
N -1.40 -0.86 -0.22
N 0.26 0.70 0.61
C 0.04 0.30 1.98
H 1.90 -0.75 -0.52
H 0.96 -1.61 -1.58
H -1.32 -1.57 0.51
H -1.67 -1.30 -1.09
H 0.04 1.72 0.06
H 0.53 -0.66 2.17
H 0.49 1.05 2.64
H -1.02 0.20 2.24
*
```

Here are the Mulliken charges for atoms 1 to 5, given in e:
1. H 0.2387
2. N -0.4335
3. N -0.2786
4. C 0.7589
5. N -0.7171



(6)
C9H15P in the gas phase at a distorted geometry, computed with ωB97M-V/def2-TZVPD.

- ΔE to the lowest compared entry with this formula, charge and spin: 3.1821 eV
- LUMO energy (spin up / spin down): -0.008 / -0.005 Eh
- Highest occupied orbital energy (spin up / spin down): -8.21 / -7.91 eV
- Total energy: -18859.7167 eV
- Kohn-Sham gap (spin up / spin down): 7.991 / 7.767 eV

Geometry as ORCA input:
```
! wB97M-V def2-TZVPD RIJCOSX def2/J DEFGRID3
* xyz 0 1
C -1.76 -0.96 0.93
C -0.58 -1.54 0.89
C -1.73 0.15 -1.32
C -2.29 -0.20 -0.16
C -3.76 0.24 0.00
C 2.67 -0.71 0.70
C 2.31 0.50 -1.49
C 0.98 1.21 0.52
C 1.74 -0.02 -0.20
P 0.42 -1.48 -0.65
H -2.40 -1.02 1.89
H -0.10 -2.05 1.80
H -2.17 0.56 -2.27
H -4.20 0.30 -0.96
H -3.79 1.29 0.52
H -4.33 -0.45 0.48
H 3.21 0.11 1.25
H 2.13 -1.17 1.43
H 3.45 -1.36 0.17
H 2.34 -0.14 -2.45
H 3.40 0.74 -1.37
H 1.83 1.41 -1.71
H 1.81 1.97 0.81
H 0.24 1.66 -0.23
H 0.58 0.97 1.42
*
```

Here are the Mulliken charges for atoms 1 to 5, given in e:
1. C -0.4225
2. C -0.4005
3. C -1.0943
4. C 1.6014
5. C -1.6357



(7)
A molecular structure, C19H40MnNOP3 at a distorted geometry, computed with ωB97M-V/def2-TZVPD.

- ΔE to the lowest compared entry with this formula, charge and spin: 0.4951 eV
- LUMO energy (spin up / spin down): -0.477 / -0.391 Eh
- Highest occupied orbital energy (spin up / spin down): -16.66 / -16.71 eV
- Total energy: -83047.5895 eV
- Kohn-Sham gap (spin up / spin down): 3.673 / 6.067 eV

Geometry as ORCA input:
```
! wB97M-V def2-TZVPD RIJCOSX def2/J DEFGRID3
* xyz 3 5
Mn -0.91 0.17 -0.18
P -1.73 -1.96 -1.06
P -1.05 -0.72 2.27
P -0.41 2.15 -1.59
H 3.01 -0.61 3.10
C 3.36 0.21 2.44
C 3.00 1.51 2.44
H 2.16 1.94 3.02
C -0.56 -3.29 -0.61
C -3.41 -2.31 -0.45
C -1.61 -1.61 -2.86
C -0.37 0.17 3.73
C -2.82 -0.71 2.82
C -0.62 -2.43 2.82
C 0.31 3.61 -0.76
C -2.05 2.69 -2.21
C 0.66 1.89 -3.05
H 4.23 -0.06 1.84
H 3.40 2.14 1.63
H -0.09 -3.84 -1.45
H -1.01 -4.02 0.09
H 0.27 -2.78 -0.08
H -4.03 -2.75 -1.25
H -3.86 -1.35 -0.13
H -3.39 -2.99 0.42
H -1.98 -2.44 -3.47
H -0.55 -1.39 -3.11
H -2.21 -0.70 -3.06
H -0.75 -0.34 4.63
H -0.74 1.20 3.73
H 0.72 0.16 3.74
H -2.86 -0.92 3.90
H -3.39 -1.47 2.27
H -3.27 0.28 2.64
H -0.77 -2.50 3.90
H 0.44 -2.62 2.59
H -1.24 -3.17 2.31
H 0.39 4.45 -1.46
H 1.32 3.34 -0.40
H -0.31 3.92 0.09
H -1.87 3.50 -2.91
H -2.70 3.02 -1.39
H -2.51 1.83 -2.71
H 0.79 2.79 -3.67
H 0.26 1.08 -3.69
H 1.65 1.57 -2.67
C 2.53 -0.96 -1.37
C 2.83 -2.32 -1.62
C 4.08 -2.65 -2.14
C 5.05 -1.71 -2.40
C 4.75 -0.38 -2.10
C 3.51 0.01 -1.60
O 1.15 -0.68 -1.27
H 0.81 -0.11 -0.43
H 2.06 -3.05 -1.49
H 4.25 -3.68 -2.41
H 6.02 -2.01 -2.80
H 5.49 0.39 -2.34
H 3.28 1.08 -1.42
C -3.38 3.57 2.09
C -2.50 2.63 1.44
N -1.94 1.78 0.89
H -3.18 4.61 1.76
H -3.29 3.54 3.19
H -4.42 3.33 1.83
*
```

Here are the Mulliken charges for atoms 1 to 5, given in e:
1. Mn -0.3781
2. P 0.7421
3. P 0.9996
4. P 0.8636
5. H 0.3186



(8)
C4H3NO2 in the gas phase, computed with ωB97M-V/def2-TZVPD.

- ΔE to the lowest compared entry with this formula, charge and spin: 2.5889 eV
- LUMO energy: 0.018 Eh
- Highest occupied orbital energy: -8.17 eV
- Total energy: -9779.0977 eV
- Kohn-Sham gap: 8.663 eV

Geometry as ORCA input:
```
! wB97M-V def2-TZVPD RIJCOSX def2/J DEFGRID3
* xyz 0 1
O 3.39 -0.10 0.40
C 2.22 -0.16 0.35
C 0.90 -0.25 0.39
N 0.17 -1.26 -0.24
C -0.98 -0.75 -0.45
C -1.07 0.69 -0.01
O 0.11 0.82 0.78
H -1.77 -1.30 -0.95
H -1.03 1.37 -0.87
H -1.94 0.93 0.61
*
```

Here are the Mulliken charges for atoms 1 to 5, given in e:
1. O -0.3675
2. C 0.7006
3. C -0.1047
4. N -0.4767
5. C -0.0282



(9)
C5H12N2O in the gas phase at a distorted geometry, computed with ωB97M-V/def2-TZVPD.

- ΔE to the lowest compared entry with this formula, charge and spin: 2.7637 eV
- LUMO energy: 0.028 Eh
- Highest occupied orbital energy: -9.03 eV
- Total energy: -10405.6602 eV
- Kohn-Sham gap: 9.790 eV

Geometry as ORCA input:
```
! wB97M-V def2-TZVPD RIJCOSX def2/J DEFGRID3
* xyz 0 1
C -0.40 2.37 -1.31
N 0.49 1.30 -0.68
C -0.36 0.04 -0.81
C -1.60 0.29 0.06
O -1.43 0.95 1.10
C 0.34 -1.21 -0.29
C 0.84 -1.08 1.12
N 1.37 -2.36 1.58
H -1.18 2.81 -0.67
H -0.83 2.08 -2.29
H 0.18 3.30 -1.46
H 0.75 1.52 0.26
H -0.71 -0.10 -1.89
H -2.56 -0.22 -0.34
H -0.32 -2.09 -0.48
H 1.18 -1.43 -1.01
H 0.03 -0.65 1.81
H 1.65 -0.31 1.04
H 1.96 -2.24 2.42
H 0.60 -2.96 1.85
*
```

Here are the Mulliken charges for atoms 1 to 5, given in e:
1. C -0.8729
2. N -0.4608
3. C 0.1785
4. C 0.0341
5. O -0.4906



(10)
18 unconnected molecules or ions with the total composition C7H45F4O19S3 at a distorted geometry, computed with ωB97M-V/def2-TZVPD.

- LUMO energy: -0.234 Eh
- Highest occupied orbital energy: -11.09 eV
- Total energy: -90251.7406 eV
- Kohn-Sham gap: 4.724 eV

Geometry as ORCA input:
```
! wB97M-V def2-TZVPD RIJCOSX def2/J DEFGRID3
* xyz 1 1
O 1.28 -2.56 -0.11
S 0.24 -1.87 0.74
O -0.40 -2.94 1.58
F 0.91 -0.80 1.82
S -1.27 -1.08 -0.47
C -0.89 0.56 -1.22
C 0.60 1.12 -1.04
C 0.54 2.69 -0.63
S 1.44 3.05 0.97
C -2.68 -0.73 0.73
C -2.39 0.54 1.67
C -2.66 0.27 3.21
F -3.78 -0.42 3.71
C -1.70 0.79 4.16
F -0.80 -0.08 4.80
F -1.67 2.17 4.42
H -1.66 1.33 -0.86
H -1.07 0.46 -2.35
H 1.14 1.07 -2.04
H 1.25 0.60 -0.27
H 1.06 3.32 -1.45
H -0.52 3.08 -0.55
H 2.64 2.36 0.90
H -3.67 -0.67 0.17
H -2.78 -1.64 1.44
H -3.00 1.42 1.26
H -1.27 0.76 1.58
O 3.62 -1.25 0.96
H 4.17 -1.91 1.40
H 2.78 -1.71 0.80
O 2.73 -0.64 -1.98
H 3.55 -0.19 -1.76
H 2.64 -1.30 -1.29
O -3.09 -4.32 2.35
H -2.94 -5.11 2.89
H -2.22 -3.93 2.26
O -2.89 2.99 -1.39
H -3.49 3.19 -0.66
H -3.49 2.79 -2.13
O 0.64 4.05 -3.66
H -0.20 4.29 -4.06
H 1.29 4.23 -4.36
O 6.16 -2.02 2.07
H 6.91 -2.61 2.25
H 6.56 -1.24 1.68
O -1.05 3.17 -5.62
H -0.52 2.37 -5.50
H -1.00 3.35 -6.56
O 0.88 -2.98 -3.06
H 0.34 -3.77 -2.95
H 1.19 -2.78 -2.17
O -0.86 -2.76 6.81
H 0.07 -2.88 6.56
H -1.21 -2.17 6.14
O -5.11 1.81 -3.69
H -5.52 1.73 -4.56
H -5.77 1.44 -3.09
O -1.14 0.62 -5.53
H -0.83 -0.29 -5.47
H -2.10 0.54 -5.43
O -1.04 5.48 -0.81
H -0.29 5.66 -1.39
H -1.65 4.98 -1.37
O 4.52 2.85 0.88
H 4.70 2.06 1.41
H 5.38 3.27 0.79
O 1.81 3.79 -6.33
H 2.35 2.99 -6.21
H 1.86 3.97 -7.27
O -0.88 -6.15 1.84
H -0.52 -5.43 1.31
H -1.03 -6.86 1.19
O 3.36 -2.00 4.20
H 2.51 -1.76 3.81
H 4.00 -1.83 3.50
O -1.73 -5.59 7.07
H -0.99 -6.18 7.26
H -1.31 -4.80 6.69
*
```

Here are the Mulliken charges for atoms 1 to 5, given in e:
1. O -0.7688
2. S 1.4482
3. O -0.5467
4. F -0.1245
5. S 0.0409



(11)
2 unconnected molecules or ions with the total composition C3H6ClP at a distorted geometry, computed with ωB97M-V/def2-TZVPD.

- ΔE to the lowest compared entry with this formula, charge and spin: 4.0257 eV
- LUMO energy (spin up / spin down): 0.031 / -0.085 Eh
- Highest occupied orbital energy (spin up / spin down): -4.04 / -9.74 eV
- Total energy: -25011.5340 eV
- Kohn-Sham gap (spin up / spin down): 4.881 / 7.429 eV

Geometry as ORCA input:
```
! wB97M-V def2-TZVPD RIJCOSX def2/J DEFGRID3
* xyz 0 3
C -1.12 1.11 0.31
C -1.39 -0.13 -0.37
C -0.85 2.13 0.89
P 2.51 -0.62 0.72
Cl 2.60 1.03 -0.39
H -0.61 -0.86 -0.12
H -2.36 -0.52 -0.05
H -1.40 0.02 -1.44
H 1.97 -1.47 -0.26
H -0.65 3.03 1.39
H 3.80 -1.11 0.44
*
```

Here are the Mulliken charges for atoms 1 to 5, given in e:
1. C 0.1840
2. C -0.9535
3. C -0.3595
4. P 0.0324
5. Cl -0.1683